{
  "formula": "C54H103N16NaOPSTe",
  "method": "ωB97M-V/def2-TZVPD",
  "elements": ["Na", "C", "N", "C", "C", "N", "C", "C", "N", "C", "C", "N", "C", "N", "C", "C", "N", "C", "C", "C", "C", "N", "C", "N", "C", "C", "N", "C", "C", "N", "C", "C", "H", "H", "H", "H", "H", "H", "H", "H", "H", "H", "H", "H", "H", "H", "H", "H", "H", "H", "H", "H", "H", "H", "H", "H", "H", "H", "H", "H", "H", "H", "H", "H", "H", "H", "H", "H", "H", "H", "H", "H", "H", "H", "H", "H", "H", "H", "H", "H", "C", "C", "C", "C", "P", "C", "C", "C", "C", "C", "C", "C", "C", "C", "C", "H", "H", "H", "H", "H", "H", "H", "H", "H", "H", "H", "H", "H", "H", "H", "H", "H", "H", "H", "H", "H", "H", "H", "C", "C", "C", "N", "C", "S", "N", "C", "O", "C", "C", "C", "C", "C", "C", "H", "H", "H", "H", "H", "H", "H", "H", "H", "H", "H", "H", "H", "H", "C", "Te", "C", "H", "H", "H", "H", "H", "H", "C", "N", "C", "N", "C", "N", "C", "N", "C", "C", "H", "H", "H", "H", "H", "H", "H", "H", "H", "H", "H", "H"],
  "coordinates": [[-0.476, 0.451, 0.230], [-0.880, 0.509, -5.238], [0.154, 1.369, -4.720], [0.948, 2.078, -5.693], [0.128, 1.757, -3.385], [0.203, 0.929, -2.400], [0.661, -0.417, -2.665], [-0.278, -1.493, -2.120], [-0.075, -1.690, -0.690], [-1.180, -2.420, -0.075], [-2.536, -1.701, -0.072], [-2.818, -0.940, 1.118], [-3.907, -1.143, 1.761], [-4.836, -2.208, 1.570], [-4.392, -3.573, 1.758], [-5.878, -2.021, 0.588], [-4.265, -0.326, 2.788], [-5.561, -0.425, 3.418], [-3.593, 0.929, 3.016], [1.198, -2.391, -0.482], [2.142, -1.694, 0.508], [1.988, -2.053, 1.895], [2.973, -2.561, 2.559], [2.974, -2.393, 3.913], [2.630, -1.127, 4.510], [3.310, -3.446, 4.836], [4.060, -3.219, 2.026], [5.349, -3.224, 2.677], [3.942, -4.183, 0.961], [0.089, 3.095, -3.144], [-0.523, 4.047, -4.042], [0.501, 3.631, -1.878], [-1.639, 1.075, -5.792], [-1.372, -0.001, -4.416], [-0.456, -0.239, -5.911], [1.470, 1.348, -6.321], [1.688, 2.681, -5.175], [0.353, 2.727, -6.345], [1.623, -0.503, -2.151], [0.835, -0.598, -3.732], [-0.110, -2.436, -2.669], [-1.307, -1.187, -2.305], [-0.904, -2.615, 0.960], [-1.315, -3.386, -0.594], [-3.303, -2.459, -0.269], [-2.567, -0.980, -0.892], [-3.405, -3.586, 2.218], [-4.350, -4.143, 0.822], [-5.093, -4.085, 2.430], [-6.236, -0.993, 0.627], [-6.714, -2.684, 0.819], [-5.549, -2.232, -0.441], [-6.258, 0.306, 2.995], [-5.465, -0.226, 4.486], [-5.967, -1.422, 3.278], [-2.587, 0.878, 2.608], [-3.544, 1.134, 4.088], [-4.135, 1.752, 2.541], [1.732, -2.440, -1.432], [1.017, -3.429, -0.184], [1.940, -0.614, 0.436], [3.174, -1.861, 0.171], [2.349, -0.429, 3.728], [3.495, -0.735, 5.057], [1.799, -1.227, 5.211], [3.390, -4.391, 4.304], [2.508, -3.533, 5.576], [4.244, -3.242, 5.370], [5.404, -2.411, 3.394], [6.124, -3.072, 1.921], [5.560, -4.172, 3.184], [2.930, -4.184, 0.574], [4.172, -5.188, 1.334], [4.640, -3.952, 0.152], [-1.161, 3.550, -4.769], [-1.141, 4.738, -3.465], [0.228, 4.631, -4.584], [1.064, 4.555, -2.035], [1.136, 2.896, -1.387], [-0.362, 3.857, -1.239], [6.337, 1.844, -2.670], [5.366, 0.859, -2.026], [6.165, -0.167, -1.223], [4.627, 0.066, -3.114], [3.987, 1.666, -0.931], [3.905, 3.339, -1.714], [3.569, 3.365, -3.070], [3.462, 4.548, -3.775], [3.640, 5.761, -3.130], [3.898, 5.760, -1.772], [4.029, 4.570, -1.074], [4.709, 2.025, 0.812], [5.991, 2.859, 0.856], [3.534, 2.693, 1.553], [4.966, 0.726, 1.590], [7.083, 1.289, -3.238], [6.852, 2.438, -1.921], [5.836, 2.522, -3.354], [6.733, -0.793, -1.912], [5.502, -0.812, -0.651], [6.874, 0.314, -0.557], [5.348, -0.395, -3.788], [3.967, 0.684, -3.714], [4.027, -0.721, -2.660], [3.390, 2.437, -3.588], [3.256, 4.525, -4.837], [3.573, 6.690, -3.678], [4.020, 6.694, -1.242], [4.235, 4.641, -0.021], [5.997, 3.687, 0.156], [6.856, 2.240, 0.634], [6.127, 3.263, 1.859], [2.984, 3.411, 0.948], [3.892, 3.200, 2.449], [2.822, 1.924, 1.859], [4.977, 0.957, 2.655], [4.176, 0.000, 1.415], [5.920, 0.270, 1.349], [-4.911, -2.700, 6.686], [-3.683, -1.845, 6.398], [-2.926, -2.357, 5.177], [-1.920, -1.395, 4.783], [-0.873, -1.455, 3.958], [-0.264, -0.008, 3.401], [-0.266, -2.611, 3.540], [-0.172, -3.788, 4.268], [-0.542, -3.869, 5.422], [0.389, -4.963, 3.553], [0.638, -4.977, 2.186], [1.119, -6.117, 1.571], [1.351, -7.264, 2.313], [1.086, -7.267, 3.673], [0.605, -6.128, 4.291], [-5.436, -2.324, 7.561], [-4.619, -3.729, 6.880], [-5.600, -2.693, 5.843], [-3.023, -1.862, 7.266], [-3.991, -0.809, 6.231], [-3.628, -2.509, 4.347], [-2.457, -3.311, 5.417], [-2.176, -0.435, 4.980], [0.492, -2.403, 2.849], [0.445, -4.091, 1.610], [1.306, -6.117, 0.507], [1.729, -8.149, 1.825], [1.246, -8.165, 4.248], [0.381, -6.122, 5.347], [-2.048, 4.479, 2.139], [-0.293, 3.357, 1.570], [0.399, 3.246, 3.601], [-2.719, 3.879, 2.743], [-2.559, 4.799, 1.241], [-1.742, 5.358, 2.694], [0.792, 4.208, 3.910], [1.178, 2.498, 3.644], [-0.411, 2.943, 4.251], [-4.033, 0.853, -2.300], [-3.616, 1.674, -1.164], [-3.188, 2.968, -1.694], [-4.238, 3.643, -2.445], [-4.631, 2.775, -3.552], [-5.093, 1.474, -3.079], [-6.229, 1.692, -2.190], [-5.879, 2.538, -1.055], [-4.787, 1.915, -0.322], [-5.392, 3.815, -1.566], [-4.399, -0.110, -1.935], [-3.164, 0.695, -2.942], [-2.333, 2.807, -2.350], [-2.894, 3.599, -0.850], [-3.774, 2.631, -4.217], [-5.434, 3.249, -4.120], [-6.570, 0.720, -1.825], [-7.034, 2.167, -2.755], [-5.119, 0.964, 0.100], [-4.492, 2.584, 0.491], [-5.106, 4.440, -0.714], [-6.192, 4.316, -2.114]],
  "mulliken_charge": [0.94, -0.94, 0.71, -1.25, -0.47, 0.41, 0.61, -1.94, 1.12, 0.34, 0.65, 0.53, -0.87, 0.65, -1.18, -0.92, 1.48, -1.25, -1.54, -2.54, 0.42, 1.07, -1.06, 1.17, -1.18, -1.22, 1.04, -1.33, -0.71, 1.45, -1.44, -0.79, 0.32, 0.21, 0.25, 0.29, 0.25, 0.30, -0.78, 0.33, 0.29, 0.78, -0.92, 0.36, 0.35, -1.72, 0.31, 0.38, 0.28, 0.23, 0.35, 0.28, 0.29, 0.35, 0.29, 0.15, 0.44, 0.39, 0.86, 0.01, -0.41, 0.03, 0.00, 0.44, 0.28, 0.31, 0.38, 0.29, 0.37, 0.36, 0.32, -0.09, 0.36, 0.22, 0.36, 0.44, 0.21, 0.14, -0.12, 0.14, -1.74, 1.81, -1.86, -1.46, 1.74, 1.57, -0.66, -0.81, -1.00, -1.18, -0.79, 2.74, -2.04, -1.24, -3.04, 0.52, 0.28, 0.28, 0.61, 0.11, 0.27, 0.59, 0.23, 0.15, -0.23, 0.52, 0.41, 0.44, 0.42, 0.44, 0.32, 0.48, 0.09, 0.58, -0.34, 0.64, 0.66, 0.32, -1.44, -0.65, -0.06, 0.27, -1.16, 0.25, 2.42, -0.37, -0.70, -0.11, 1.54, -0.74, -0.65, -0.79, -0.72, 0.42, 0.37, 0.26, 0.47, 0.39, -0.43, 0.65, 0.53, -1.36, -0.06, 0.44, 0.45, 0.44, 0.52, -1.19, 0.50, -1.05, 0.29, 0.32, 0.47, 0.46, 0.09, 0.41, -0.01, 0.69, 0.02, 0.21, -0.63, 0.17, -0.77, 0.22, 0.23, -0.71, 0.03, -0.42, -0.26, -0.22, 0.17, 0.39, 0.36, 0.34, -0.80, 0.08, 0.33, 0.37],
  "homo_energy_ha": -0.3586,
  "orbital_gap_ev": 8.1,
  "fmax_ev_per_a": 1.0,
  "charge": 1,
  "energy_ev": -115387.9119
}